Record 1
Here is a cluster of 2 separate species, C3H11N2S in total at a distorted geometry from OMol25. Energies are from wB97M-V/def2-TZVPD.

Structure (XYZ):
```
17
Properties=species:S:1:pos:R:3:forces:R:3:lowdin_spin:R:1
C -0.141514 -0.957013 -2.408073 0.0 -1.4 -1.3 0.009
C 0.697756 -0.651106 -1.173159 -0.9 0.7 0.3 0.081
C 0.131183 1.571738 0.956142 5.8 2.9 -1.3 0.573
N -0.025434 -0.353548 0.111186 1.2 -2.3 -2.0 0.809
N -0.831843 1.547510 1.856754 -3.6 0.1 0.9 0.188
S -1.549542 -0.903475 0.416647 -1.0 -0.2 -1.7 0.158
H -0.767002 -1.931114 -2.505889 0.8 1.7 1.0 0.000
H -0.696611 -0.080477 -2.712644 -0.5 0.1 0.0 0.001
H 0.548280 -1.121952 -3.259079 0.0 0.3 0.5 0.000
H 1.421501 -1.422688 -1.010102 0.4 -0.8 0.6 0.034
H 1.352241 0.247098 -1.337719 -0.8 -0.5 0.2 0.015
H 1.258287 1.521993 1.221124 -2.2 0.1 -0.2 0.024
H -0.083521 2.218347 0.113609 0.1 -0.1 -0.2 0.035
H -1.505762 2.286678 1.778078 -0.2 0.4 0.5 0.013
H -0.719792 1.202121 2.761078 0.5 -0.3 1.6 0.004
H -1.858225 0.262981 1.124590 0.4 0.0 0.5 0.016
H -2.179801 -0.421092 -0.728613 0.1 -0.7 0.6 0.039
```
Forces are in eV/Å.

Properties
Energy relative to the best compared isomer or geometry (same formula, charge and spin) ... 49.88 kcal/mol
HOMO energy (alpha / beta) ... -9.40 / -14.78 eV
⟨S²⟩ ... 2.01
DFT total energy ... -628.09673 hartree
Gap between HOMO and LUMO (alpha / beta) ... 5.7 / 8.2 eV
Charge ... +1
Molecular weight ... 107.20 g mol⁻¹
Spin multiplicity ... 3

***

Record 2
Here is a structure of composition C32H43BN5O3RuS from OMol25. Energies are from wB97M-V/def2-TZVPD.

Structure (XYZ):
```
86
Properties=species:S:1:pos:R:3:forces:R:3:lowdin_spin:R:1
Ru 0.367280 1.810212 0.270698 0.6 0.5 -0.1 0.773
N 2.403866 1.341380 0.043130 0.0 -0.1 0.0 -0.007
N 2.892477 0.883401 1.288249 0.1 -0.1 -0.2 -0.001
C 2.187086 1.348894 2.405850 0.2 -0.1 0.3 0.008
O 2.688339 1.294198 3.505198 -0.1 0.0 -0.1 0.017
O 0.994093 1.792574 2.121372 -0.5 0.0 0.0 0.061
H 2.521320 0.609693 -0.651978 -0.1 0.0 0.0 0.000
H 2.904767 2.168394 -0.275219 0.1 0.0 0.0 0.000
H 3.896691 0.859217 1.387096 0.0 0.0 0.1 0.000
O -1.561057 2.149572 -0.189501 -0.2 0.2 0.1 0.009
N -1.936241 3.401936 -0.532796 0.1 -0.3 0.0 0.000
C -3.272310 3.605549 -0.588882 0.0 0.0 0.0 0.002
C -3.779830 4.812734 -0.964058 0.0 0.0 0.0 0.000
C -2.881376 5.834918 -1.301383 0.0 0.0 0.0 0.003
C -1.535543 5.598294 -1.246782 0.0 0.0 0.0 0.003
C -1.024399 4.346342 -0.847217 -0.1 0.2 0.0 0.013
S 0.652006 4.011323 -0.767412 -0.1 -0.4 0.0 0.064
H -3.854767 2.740304 -0.311364 0.0 0.0 0.0 0.000
H -4.849154 4.955768 -0.992250 0.0 0.0 0.0 0.000
H -3.247060 6.806238 -1.605630 0.0 0.0 0.0 0.000
H -0.816560 6.361692 -1.505908 0.0 0.0 0.0 0.001
C 2.771717 -2.343681 3.196904 0.0 0.0 0.0 0.000
C 1.423870 -2.633515 2.534104 0.0 0.0 0.0 0.000
C 1.142774 -4.138718 2.567702 0.0 0.0 0.0 0.000
C 0.288042 -1.852346 3.169845 0.0 0.0 0.0 0.000
C 0.139919 -1.873738 4.552043 0.0 0.0 0.0 0.000
C -0.881811 -1.178189 5.172279 0.0 0.0 0.0 0.000
C -1.772564 -0.444301 4.410361 0.0 0.0 0.0 0.000
C -1.669792 -0.402702 3.024412 0.0 0.0 0.0 0.000
C -2.677792 0.404333 2.232675 0.0 0.0 0.0 0.001
C -4.067628 -0.231264 2.310071 0.0 0.0 0.0 0.000
C -2.707981 1.857736 2.704840 0.0 0.0 0.0 0.000
C -0.638085 -1.122333 2.410830 -0.1 -0.1 0.0 0.001
N -0.543653 -1.172095 0.982525 0.0 0.1 0.1 0.014
B -0.001892 -0.219431 0.044199 -0.1 0.0 -0.1 0.037
N 0.082450 -0.966690 -1.189131 0.1 0.0 0.1 -0.002
C -0.424613 -2.255056 -0.975072 0.0 0.0 0.0 -0.001
C -0.802147 -2.367076 0.309162 0.0 0.0 0.0 0.003
C 0.790904 -0.665502 -2.388983 -0.1 -0.1 -0.1 -0.001
C 0.168640 0.070305 -3.406713 0.0 0.0 0.0 0.000
C 0.860463 0.268191 -4.597678 0.0 0.0 0.0 0.000
C 2.131913 -0.246578 -4.781967 0.0 0.0 0.0 0.000
C 2.734584 -0.969490 -3.766813 0.0 0.1 0.0 0.000
C 2.082871 -1.188025 -2.556946 0.1 0.0 0.0 0.000
C 2.759598 -2.021324 -1.480814 0.0 0.0 0.0 0.000
C 4.162311 -1.517064 -1.133425 0.0 0.0 0.0 0.000
C 2.835310 -3.491523 -1.903471 0.0 0.0 0.0 0.000
C -1.249101 0.588182 -3.257185 0.0 0.0 0.0 0.000
C -2.209012 -0.237888 -4.116554 0.0 0.0 0.0 0.000
C -1.353397 2.073695 -3.597148 0.0 0.0 0.0 0.000
H 3.575085 -2.814174 2.624100 0.0 0.0 0.0 0.000
H 2.811911 -2.758133 4.206637 0.0 0.0 0.0 0.000
H 2.969194 -1.276318 3.273493 0.0 0.1 0.0 0.000
H 1.490047 -2.327927 1.487859 0.0 0.0 0.0 0.000
H 1.087021 -4.493224 3.599697 0.0 0.0 0.0 0.000
H 1.941791 -4.689354 2.065754 0.0 0.0 0.0 0.000
H 0.200459 -4.385331 2.078094 0.0 0.0 0.0 0.000
H 0.845561 -2.434108 5.152721 0.0 0.0 0.0 0.000
H -0.977680 -1.200089 6.250445 0.0 0.0 0.0 0.000
H -2.566282 0.106027 4.901023 0.0 0.0 0.0 0.000
H -2.366597 0.399830 1.190268 0.0 0.0 0.0 0.001
H -4.435568 -0.248327 3.338792 0.0 0.0 0.0 0.000
H -4.049040 -1.259594 1.945307 0.0 0.0 0.0 0.000
H -4.785019 0.332183 1.708120 0.0 0.0 0.0 0.000
H -3.037606 1.933166 3.743174 0.0 0.0 0.0 0.000
H -3.405836 2.442060 2.099428 0.0 0.0 0.0 0.000
H -1.718971 2.311986 2.634133 0.0 0.0 0.0 0.000
H -0.478338 -2.978808 -1.771461 0.0 0.0 0.0 0.000
H -1.242875 -3.210565 0.814503 0.0 0.0 0.0 0.001
H 0.389132 0.823245 -5.399503 0.0 0.0 0.0 0.000
H 2.649970 -0.090983 -5.719860 0.0 0.0 0.0 0.000
H 3.725799 -1.379182 -3.919342 0.0 0.0 0.0 0.000
H 2.144053 -1.969382 -0.580204 0.0 0.0 0.0 0.000
H 4.824881 -1.556238 -1.999424 0.0 0.0 0.0 0.000
H 4.600290 -2.136546 -0.349345 0.0 0.0 0.0 0.000
H 4.163269 -0.485022 -0.772024 0.0 -0.1 0.0 0.000
H 3.476552 -3.613347 -2.779505 0.0 0.0 0.0 0.000
H 1.848460 -3.882065 -2.152094 0.0 0.0 0.0 0.000
H 3.247719 -4.099408 -1.095977 0.0 0.0 0.0 0.000
H -1.533803 0.459928 -2.213948 0.0 0.0 0.0 0.000
H -1.968002 -0.140325 -5.178093 0.0 0.0 0.0 0.000
H -3.237492 0.100173 -3.973172 0.0 0.0 0.0 0.000
H -2.159141 -1.296414 -3.856412 0.0 0.0 0.0 0.000
H -1.037471 2.275534 -4.622597 0.0 0.0 0.0 0.000
H -0.727342 2.673720 -2.935637 0.0 0.0 0.0 0.000
H -2.389624 2.410486 -3.506199 0.0 0.0 0.0 0.000
```
Forces are in eV/Å.

Properties
HOMO energy (alpha / beta) ... -7.58 / -7.57 eV
⟨S²⟩ ... 0.75
DFT total energy ... -2262.67732 hartree
Gap between HOMO and LUMO (alpha / beta) ... 7.6 / 7.3 eV
Charge ... 0
Molecular weight ... 689.68 g mol⁻¹
Spin multiplicity ... 2

***

Record 3
Here is a cluster of 2 separate species, C3H5BrS in total at a distorted geometry from OMol25. Energies are from wB97M-V/def2-TZVPD.

Structure (XYZ):
```
10
Properties=species:S:1:pos:R:3:forces:R:3:lowdin_charge:R:1
C 0.621048 -0.908093 0.033967 -0.1 0.6 -1.3 -0.731
C -0.080909 -1.714734 0.933318 -3.2 1.4 4.1 -1.218
C 0.227177 0.472607 -0.272945 1.8 3.5 1.6 -0.149
S 1.442955 -1.260074 1.625284 0.8 -0.2 -0.3 0.823
Br -0.616399 -3.463071 0.849493 -0.4 -0.9 -0.4 0.711
H 0.807193 -1.395815 -0.902899 1.1 -0.7 -0.2 0.113
H -1.515582 -0.658318 1.884128 2.0 -1.6 -1.6 0.185
H -0.749995 0.530633 -0.698082 -0.8 0.2 0.0 0.069
H 0.937843 0.874788 -0.989766 0.0 -0.2 -0.6 0.066
H 0.457319 1.281248 0.583218 -1.3 -2.2 -1.4 0.131
```
Forces are in eV/Å.

Properties
Energy relative to the best compared isomer or geometry (same formula, charge and spin) ... 101.22 kcal/mol
HOMO energy (alpha / beta) ... -8.57 / -8.95 eV
DFT total energy ... -3089.32770 hartree
Gap between HOMO and LUMO (alpha / beta) ... 8.1 / 8.4 eV
Charge ... 0
Molecular weight ... 153.04 g mol⁻¹

***

Record 4
Here is a cluster of 2 separate species, C6H13N2 in total from OMol25. Energies are from wB97M-V/def2-TZVPD.

Structure (XYZ):
```
21
Properties=species:S:1:pos:R:3:forces:R:3:lowdin_charge:R:1
C -1.265678 0.638509 -0.363005 -0.2 -0.1 -0.3 -0.124
C -0.678851 1.704520 -0.872485 0.0 0.1 -0.1 0.118
C -3.334603 -0.596099 -0.266131 -0.2 0.2 -0.1 0.189
N -2.642032 0.400589 -0.654065 0.0 -0.1 0.0 0.042
H -0.781031 -0.151498 0.189411 0.0 0.1 0.2 0.096
H -1.212302 2.394514 -1.513232 -0.1 0.1 0.0 0.087
H 0.358042 1.903062 -0.647298 0.1 -0.1 0.1 0.056
H -4.381039 -0.636556 -0.551269 0.1 -0.1 0.1 0.128
H -2.873425 -1.363835 0.334989 0.0 -0.1 0.1 0.126
H -3.109518 1.094067 -1.233672 0.1 0.1 0.0 0.180
N 1.787635 1.193439 1.099342 0.2 -0.1 0.1 -0.011
C 2.360962 0.054107 0.360108 0.0 0.1 -0.2 -0.282
C 1.110044 -2.045271 -0.235828 0.0 -0.1 -0.1 -0.005
C 1.604656 -1.197137 0.649224 0.0 0.1 0.2 -0.208
H 2.525005 1.864385 1.295090 -0.2 0.1 -0.1 0.080
H 1.479509 0.864578 2.008652 0.0 0.1 0.0 0.069
H 3.410251 -0.117184 0.612370 0.1 0.0 0.0 0.118
H 2.317093 0.265156 -0.710088 0.1 0.0 -0.1 0.107
H 0.625431 -2.951811 0.098702 0.0 -0.1 -0.1 0.059
H 1.215556 -1.900010 -1.304196 0.0 0.0 0.0 0.069
H 1.484295 -1.417526 1.703382 0.0 -0.1 0.2 0.105
```
Forces are in eV/Å.

Properties
Energy relative to the best compared isomer or geometry (same formula, charge and spin) ... 60.07 kcal/mol
HOMO energy ... -12.59 eV
DFT total energy ... -345.60029 hartree
Gap between HOMO and LUMO ... 7.4 eV
Charge ... +1
Molecular weight ... 113.18 g mol⁻¹

***

Record 5
Here is a structure of composition C3H8N4O at a distorted geometry from OMol25. Energies are from wB97M-V/def2-TZVPD.

Structure (XYZ):
```
16
Properties=species:S:1:pos:R:3:forces:R:3:lowdin_charge:R:1
C -0.122795 1.354855 0.774075 -0.1 0.1 -0.4 -0.059
C -0.730043 -1.067071 0.406516 1.9 1.6 0.0 -0.417
C 0.116388 0.001335 0.157639 -2.7 -3.3 3.8 -0.388
N 1.853035 1.073910 -2.005714 -0.3 -1.0 -1.3 0.030
N -1.650841 -1.118966 1.400837 -1.4 0.1 0.5 0.132
O -0.574469 -2.230478 -0.260602 0.3 -0.2 0.1 0.077
N 1.388376 -0.316744 -0.372135 -1.4 1.0 -3.0 0.035
N 0.910527 0.164399 -1.495363 3.5 1.3 0.1 -0.070
H -0.831773 -2.946627 0.339381 0.1 0.0 -0.2 0.113
H 2.781113 0.732279 -1.766739 0.2 0.3 0.3 0.073
H 1.744384 1.124585 -3.013133 0.0 0.2 -0.1 0.067
H -2.464480 -1.694143 1.213440 -0.1 0.3 0.0 0.102
H -1.869196 -0.235202 1.842529 0.0 -0.3 0.0 0.090
H -0.932373 1.878578 0.252150 0.0 0.1 0.1 0.077
H 0.770650 1.977181 0.693270 0.0 -0.1 0.0 0.072
H -0.388503 1.302106 1.833850 0.1 0.0 0.0 0.065
```
Forces are in eV/Å.

Properties
Energy relative to the best compared isomer or geometry (same formula, charge and spin) ... 123.75 kcal/mol
HOMO energy ... -7.03 eV
DFT total energy ... -413.21884 hartree
Gap between HOMO and LUMO ... 7.7 eV
Charge ... 0
Molecular weight ... 116.12 g mol⁻¹

***

Record 6
Here is an isolated molecule of C3H9N3S at a distorted geometry from OMol25. Energies are from wB97M-V/def2-TZVPD.

Structure (XYZ):
```
16
Properties=species:S:1:pos:R:3:forces:R:3:lowdin_charge:R:1
C -2.074032 -0.476021 0.704143 2.1 0.3 0.6 -0.112
C -1.247592 -0.147943 -0.567194 1.4 -1.8 -2.9 -0.260
N 0.203270 0.152743 -0.308046 0.5 -0.6 -1.0 -0.211
N 0.811957 1.414278 -0.011068 -0.9 -2.2 4.0 0.064
C 1.081304 -0.947392 -0.315364 -3.3 -0.5 0.6 -0.354
N 2.246514 -1.132729 0.041066 3.1 0.9 -0.2 -0.396
S 3.566399 -0.092134 0.146699 1.2 -0.8 0.5 0.664
H -1.339019 -1.035188 1.478204 -2.1 0.8 -1.9 0.116
H -3.038520 -1.004592 0.408743 1.3 0.8 0.9 0.085
H -2.156020 0.580489 1.123915 -0.8 -1.5 0.0 0.074
H -1.094037 -1.037603 -1.447370 -1.0 2.0 2.7 0.160
H -1.747717 0.656950 -1.165328 0.7 -0.4 0.6 0.104
H 0.406215 1.697628 0.923615 1.1 -0.6 -0.7 0.115
H 0.448353 2.129401 -0.522861 -1.2 2.1 -2.9 0.034
H 0.636540 -1.954280 -0.449411 -0.9 0.9 -0.2 0.124
H 3.296390 1.196398 -0.039740 -0.9 0.3 -0.1 -0.206
```
Forces are in eV/Å.

Properties
Energy relative to the best compared isomer or geometry (same formula, charge and spin) ... 87.30 kcal/mol
HOMO energy ... -7.74 eV
DFT total energy ... -682.02677 hartree
Gap between HOMO and LUMO ... 8.4 eV
Charge ... 0
Molecular weight ... 119.19 g mol⁻¹
SMILES string ... CCN(N)/C=N\S